A molecular structure, C35H48F6N8O4PS2SbTi, computed with ωB97M-V/def2-TZVPD.

Atoms and positions in Å:
Ti1 -0.5893 -0.2417 -0.6103
C1 -3.2563 1.7615 -0.9522
C2 -2.9006 1.6839 0.4949
C3 -3.5739 2.4535 1.4392
C4 -3.1737 2.4154 2.7541
C5 -2.1035 1.6042 3.1037
C6 -1.4681 0.8582 2.1266
N1 -1.8892 0.8788 0.8453
Sb1 0.1002 -0.3901 2.9872
C7 2.0784 0.2675 2.4186
C8 2.8106 0.8489 3.4435
C9 4.1200 1.2293 3.1752
C10 4.6308 1.0090 1.9131
C11 3.8274 0.3991 0.9469
C12 4.3299 0.1397 -0.4427
N2 2.5783 0.0291 1.2139
C13 0.1140 -2.0743 1.6298
C14 -0.0307 -3.3338 2.1859
C15 0.2897 -4.4456 1.4196
C16 0.7842 -4.2595 0.1444
C17 0.8706 -2.9755 -0.3806
C18 1.3990 -2.7271 -1.7594
N3 0.5036 -1.9115 0.3486
H1 -3.9866 2.5495 -1.1284
H2 -3.6526 0.8112 -1.3123
H3 -2.3663 1.9867 -1.5449
H4 -4.3846 3.0931 1.1196
H5 -3.6747 3.0171 3.5016
H6 -1.7625 1.5574 4.1299
H7 2.3735 1.0090 4.4211
H8 4.7236 1.7001 3.9408
H9 5.6386 1.3119 1.6600
H10 4.9969 0.9363 -0.7713
H11 3.4876 0.0793 -1.1297
H12 4.8860 -0.8003 -0.4809
H13 -0.3693 -3.4397 3.2079
H14 0.1785 -5.4438 1.8244
H15 1.0805 -5.1027 -0.4648
H16 1.4108 -3.6455 -2.3450
H17 2.4228 -2.3520 -1.6835
H18 0.8138 -1.9671 -2.2771
F1 2.0868 3.3371 1.7075
C19 1.9967 3.6206 0.3998
F2 3.0546 3.0951 -0.2140
F3 2.0279 4.9410 0.2577
S1 0.4243 2.9347 -0.2595
O1 0.5313 1.5240 0.1336
O2 -0.6404 3.6152 0.4360
N4 0.6288 3.2880 -1.7201
S2 -0.2458 2.8691 -3.0226
O3 0.6432 2.4457 -4.0971
O4 -0.0869 0.2114 -2.0715
C20 -0.6493 4.6521 -3.4479
F4 -1.3589 5.2131 -2.4643
F5 -1.3971 4.6824 -4.5619
F6 0.4513 5.3718 -3.6583
N5 -1.9609 -1.4468 -1.0142
P1 -3.3079 -2.0845 -1.3841
N6 -3.1420 -3.7329 -1.6260
C21 -1.9712 -4.1920 -2.3703
C22 -1.6526 -5.6611 -2.0270
C23 -2.3488 -6.0694 -0.7345
C24 -3.8656 -5.9666 -0.9083
C25 -4.2402 -4.6870 -1.6880
N7 -4.0018 -1.3314 -2.7021
C26 -5.3456 -1.6929 -3.1692
C27 -5.3256 -2.0940 -4.6376
C28 -4.8749 -0.9145 -5.5115
C29 -3.8548 -0.0367 -4.7658
C30 -3.0762 -0.8620 -3.7562
N8 -4.5594 -2.0648 -0.2669
C31 -4.2488 -2.6873 1.0259
C32 -5.5324 -3.0831 1.7422
C33 -6.4465 -1.8732 1.9143
C34 -6.6768 -1.1850 0.5722
C35 -5.3467 -0.8478 -0.0888
H19 -1.1427 -3.5367 -2.1124
H20 -2.1411 -4.0955 -3.4524
H21 -0.5715 -5.7952 -1.9474
H22 -1.9858 -6.3185 -2.8347
H23 -2.0253 -5.4020 0.0689
H24 -2.0684 -7.0838 -0.4442
H25 -4.3530 -5.9714 0.0697
H26 -4.2357 -6.8402 -1.4504
H27 -5.1333 -4.2336 -1.2640
H28 -4.4609 -4.9334 -2.7364
H29 -6.0300 -0.8431 -3.0384
H30 -5.7382 -2.5011 -2.5536
H31 -6.3160 -2.4414 -4.9377
H32 -4.6440 -2.9410 -4.7573
H33 -5.7411 -0.3136 -5.7968
H34 -4.4391 -1.2924 -6.4383
H35 -4.3662 0.7701 -4.2323
H36 -3.1624 0.4348 -5.4638
H37 -2.2683 -0.2968 -3.2996
H38 -2.5997 -1.7072 -4.2717
H39 -3.6788 -1.9789 1.6488
H40 -3.6093 -3.5526 0.8580
H41 -5.2893 -3.5233 2.7123
H42 -6.0433 -3.8523 1.1534
H43 -5.9709 -1.1626 2.6001
H44 -7.3949 -2.1661 2.3687
H45 -7.2648 -0.2733 0.7003
H46 -7.2386 -1.8486 -0.0927
H47 -4.7989 -0.1317 0.5456
H48 -5.5022 -0.3735 -1.0564

- Energy above the lowest of the compared OMol25 structures with the same formula, charge and spin: 0.0 kcal/mol
- Spin multiplicity: 1
- M: 1023.54 g/mol
- Highest occupied orbital energy: -8.133 eV
- F_max: 0.61 eV/Å
- HOMO-LUMO gap: 7.82 eV


A molecular structure, C22H42LuNOP3S at a distorted geometry, computed with ωB97M-V/def2-TZVPD.

Atoms and positions in Å:
Lu1 1.9355 1.8356 -0.1189
P1 -1.1014 -1.4196 -0.8027
P2 2.5749 -1.0953 -0.1252
P3 -1.3639 2.2864 0.2923
H1 4.7696 2.8127 -2.0835
C1 4.5196 3.5089 -1.2745
C2 4.0205 3.1292 -0.0677
H2 4.0543 2.1511 0.4574
C3 -1.9423 -2.0817 -2.2333
C4 -0.3000 -2.7934 0.0872
C5 -2.3686 -0.9324 0.4094
C6 4.1516 -0.2732 -0.5382
C7 3.1904 -2.6195 0.7117
C8 2.2005 -1.6262 -1.8333
C9 -1.0863 4.0690 0.0610
C10 -2.9307 2.5107 1.2954
C11 -2.0889 1.8900 -1.3451
H3 4.7043 4.5729 -1.5158
H4 3.6867 3.9408 0.5866
H5 -2.5203 -2.9409 -1.8949
H6 -1.2058 -2.3894 -2.9872
H7 -2.5793 -1.3039 -2.6691
H8 -1.0532 -3.5798 0.2411
H9 -0.0185 -2.4456 1.0847
H10 0.5766 -3.1923 -0.4367
H11 -3.3164 -1.3947 0.0947
H12 -2.4709 0.1623 0.4538
H13 -2.0972 -1.2439 1.4213
H14 4.8283 -1.0800 -0.8348
H15 4.5518 0.2673 0.3247
H16 3.9951 0.4010 -1.3999
H17 3.5520 -3.3655 -0.0102
H18 2.4263 -3.0895 1.3450
H19 4.0171 -2.3482 1.3812
H20 2.7559 -2.5312 -2.0556
H21 2.5115 -0.8488 -2.5263
H22 1.1240 -1.7593 -1.9784
H23 -2.0769 4.5341 -0.0032
H24 -0.5238 4.2376 -0.8584
H25 -0.5058 4.4550 0.8994
H26 -3.3284 3.5220 1.1330
H27 -2.7296 2.4199 2.3666
H28 -3.7429 1.8139 1.0719
H29 -2.8351 2.6246 -1.6362
H30 -2.5705 0.9114 -1.3530
H31 -1.3014 1.8236 -2.0921
C12 1.3627 2.3186 -3.0644
C13 1.2438 2.3513 -4.4945
C14 0.7594 3.4724 -5.1418
C15 0.3620 4.5768 -4.3829
C16 0.5577 4.5830 -2.9959
C17 1.2648 3.5560 -2.3997
O1 1.3809 1.2190 -2.3183
H32 -0.3966 -0.2338 -1.2321
H33 1.6869 1.5804 -5.1096
H34 0.6889 3.5163 -6.2455
H35 -0.0425 5.4714 -4.8664
H36 0.2399 5.3563 -2.3282
H37 1.7430 3.7977 -1.4216
S1 0.5974 0.9579 2.7667
C18 -0.1494 -0.4894 3.4390
N1 -1.3127 -0.4299 4.2296
C19 -2.0679 -1.5643 4.4710
C20 -1.6268 -2.8192 4.0808
C21 -0.3399 -2.9208 3.5080
C22 0.4431 -1.7725 3.2727
H38 -1.6470 0.5015 4.5129
H39 -3.0052 -1.3928 4.9849
H40 -2.2880 -3.6917 4.1723
H41 0.0153 -3.9025 3.1532
H42 1.4936 -1.8196 2.9046

- Total charge: +3
- Energy above the lowest of the compared OMol25 structures with the same formula, charge and spin: 17.8 kcal/mol
- Spin multiplicity: 1
- M: 636.54 g/mol
- Highest occupied orbital energy: -15.526 eV
- F_max: 4.08 eV/Å
- HOMO-LUMO gap: 6.14 eV


A molecular structure, C11H13ClO3W at a distorted geometry, computed with ωB97M-V/def2-TZVPD.

Atoms and positions in Å:
Cl1 -1.7154 2.6459 -1.8209
C1 -0.8622 -1.6383 -0.9958
C2 0.5606 -1.8335 -0.8431
C3 1.2516 -1.1277 -1.8961
H1 0.9703 -2.6774 -0.2922
C4 0.2339 -0.5358 -2.8019
C5 -1.1045 -0.8635 -2.2145
H2 -2.1098 -0.5279 -2.5126
H3 -1.5710 -2.3520 -0.5803
H4 2.3498 -1.0928 -1.9560
C6 0.4832 0.7745 -3.4880
W1 0.0035 0.5892 -0.9480
C7 1.5050 0.9955 0.4525
O1 2.3970 1.1880 1.1764
C8 -1.5482 1.5009 0.0836
O2 -2.3819 1.8124 0.8585
H5 1.4157 1.2489 -3.1001
H6 -0.3317 1.5150 -3.2267
H7 0.5209 0.5823 -4.5755
C9 -1.1164 0.6899 4.3525
C10 0.0059 -0.0111 3.6074
C11 1.0927 -0.7332 4.3748
O3 0.0354 -0.0399 2.3549
H8 -1.1538 0.7175 5.4579
H9 -2.0789 0.2632 4.0235
H10 -1.1220 1.7346 4.0001
H11 1.1043 -1.7817 4.0311
H12 2.0340 -0.2933 4.0030
H13 1.1322 -0.7493 5.4782

- Total charge: +2
- Energy above the lowest of the compared OMol25 structures with the same formula, charge and spin: 10.9 kcal/mol
- Spin multiplicity: 3
- M: 412.51 g/mol
- ⟨S²⟩: 2.052
- Highest occupied orbital energy (alpha / beta): -16.189 / -16.153 eV
- F_max: 7.01 eV/Å
- HOMO-LUMO gap (alpha / beta): 5.12 / 5.07 eV


A molecular structure, C24H42Br2F9IN2O10P2S2 at a distorted geometry, computed with ωB97M-V/def2-TZVPD.

Atoms and positions in Å:
C1 4.1804 0.1909 4.1684
C2 4.6729 -1.0466 3.1781
C3 3.3179 -1.9410 2.7965
C4 3.3664 -2.2862 1.1819
N1 2.0333 -2.1849 0.4760
C5 1.3904 -0.8229 0.5964
C6 2.4718 0.4015 0.4913
C7 1.8650 1.8696 0.1257
C8 1.9742 2.7932 1.5165
C9 0.9532 4.0546 1.2930
C10 1.1636 5.2989 2.3845
F1 2.5729 5.3879 2.8268
F2 0.9630 6.5421 1.5405
C11 0.0248 5.3922 3.5371
F3 -1.3445 4.9189 3.1053
F4 -0.1768 6.8662 3.8107
S1 0.3720 4.5994 5.1755
F5 1.6562 5.6517 5.5868
F6 1.3785 3.3721 4.5582
F7 -0.9749 3.5158 4.9201
F8 -0.7705 5.6955 5.8922
F9 0.5482 3.8805 6.7258
O1 0.3143 -0.6550 -0.3900
C12 -0.8394 -1.5266 -0.1353
N2 -1.1874 -2.1531 -1.5036
C13 -0.1054 -1.9965 -2.3565
S2 0.8933 -1.3887 -3.6345
C14 -2.2268 -0.6878 0.2829
I1 -1.7567 1.0936 1.4487
O2 -3.3045 -1.5389 0.7683
C15 -3.4593 -1.5892 2.2144
Br1 -1.8577 -2.2677 3.2347
P1 -4.8284 -2.9460 2.5275
O3 -6.3883 -2.1349 2.3838
Br2 -4.4549 -3.5922 4.6817
P2 -2.8714 -0.0120 -1.4332
C16 -2.1420 1.7289 -1.7774
O4 -4.6266 0.2318 -1.3144
H1 4.9020 1.1220 4.0918
H2 3.1193 0.5663 3.8179
H3 4.0698 -0.2404 5.2554
H4 5.5042 -1.7212 3.6731
H5 5.1287 -0.5135 2.2177
H6 2.3322 -1.4248 3.1547
H7 3.4476 -2.9560 3.4067
H8 4.2566 -1.7292 0.6132
H9 3.6716 -3.4401 1.1245
H10 1.4462 -2.9485 0.9145
H11 0.8913 -0.7434 1.6679
H12 3.0788 0.5295 1.5113
H13 3.2782 0.1280 -0.3200
H14 0.7390 1.9029 -0.1807
H15 2.5087 2.3808 -0.7380
H16 1.6248 2.0475 2.3811
H17 3.0855 3.1484 1.6501
H18 -0.1576 3.6992 1.2029
H19 1.2308 4.5068 0.2228
H20 -0.6392 -2.4348 0.5730
H21 -3.9469 -0.6138 2.7017
H22 -6.6343 -1.7783 3.3099
H23 -2.1908 2.0309 -2.9287
H24 -1.0190 1.8252 -1.4638
H25 -2.7249 2.5797 -1.1795
H26 -4.7689 1.0576 -0.7414
C17 2.2774 2.2559 -8.0388
C18 1.1476 1.9024 -7.0868
O5 1.4093 2.3963 -5.7672
C19 1.2311 3.7297 -5.5912
O6 0.8705 4.5260 -6.4465
O7 1.5513 4.0336 -4.3101
C20 1.5099 5.4293 -4.0235
H27 3.2369 1.9057 -7.6435
H28 2.1109 1.8050 -9.0204
H29 2.3663 3.3385 -8.1705
H30 1.0725 0.8130 -7.0067
H31 0.1801 2.2668 -7.4508
H32 0.5405 5.8629 -4.2908
H33 2.3210 5.9412 -4.5503
H34 1.6595 5.5594 -2.9478
C21 -3.0111 -4.4788 -1.4193
C22 -3.9547 -5.1413 -0.4301
O8 -4.3222 -6.4559 -0.8666
C23 -3.3756 -7.4149 -0.7094
O9 -2.2607 -7.2536 -0.2336
O10 -3.8674 -8.5787 -1.1993
C24 -2.9252 -9.6483 -1.1924
H35 -3.4455 -4.4798 -2.4247
H36 -2.8020 -3.4478 -1.1227
H37 -2.0595 -5.0150 -1.4858
H38 -4.8798 -4.5586 -0.3702
H39 -3.5281 -5.1745 0.5790
H40 -2.5010 -9.7999 -0.1943
H41 -2.1344 -9.4518 -1.9229
H42 -3.4480 -10.5630 -1.4859

- Spin multiplicity: 1
- M: 1102.38 g/mol
- Highest occupied orbital energy: -8.362 eV
- F_max: 8.56 eV/Å
- HOMO-LUMO gap: 5.90 eV